--- i ---
DFT (wB97M-V/def2-TZVPD) results for a cluster of 2 separate species, C2H4Cl4 in total.

The geometry in XYZ format:
```
10
Properties=species:S:1:pos:R:3:lowdin_charge:R:1
C 1.110 1.075 0.498 -1.12
Cl 0.343 2.708 0.462 0.47
Cl 2.810 1.215 -0.088 0.48
H 1.090 0.723 1.530 -0.02
H 0.533 0.318 -0.033 -0.18
C -1.305 -1.290 -0.494 -0.86
Cl -0.222 -1.156 0.968 0.59
Cl -0.631 -0.372 -1.868 0.57
H -1.460 -2.322 -0.808 0.03
H -2.268 -0.900 -0.167 0.04
```

Values from the calculation:
HOMO, eV: -10.57

***

--- ii ---
DFT (wB97M-V/def2-TZVPD) results for a cluster of 2 separate species, C2H4Cl4 in total.

The geometry in XYZ format:
```
10
Properties=species:S:1:pos:R:3:lowdin_charge:R:1
C 0.715 -1.808 0.683 -1.02
Cl -0.765 -2.707 0.526 0.53
Cl 0.545 -0.457 1.855 0.51
H 1.454 -2.518 1.056 0.03
H 0.885 -1.483 -0.343 0.02
C -0.477 1.730 -0.685 -1.03
Cl -2.239 1.403 -0.539 0.48
Cl -0.097 3.037 -1.847 0.49
H -0.019 2.012 0.264 0.00
H -0.002 0.791 -0.970 0.00
```

Values from the calculation:
HOMO, eV: -10.98

***

Stability summary - winner: ii; margin: 0.865 eV.

***

--- i ---
DFT (wB97M-V/def2-TZVPD) results for a cluster of 2 separate species, C8H17NO in total.

The geometry in XYZ format:
```
27
Properties=species:S:1:pos:R:3:lowdin_charge:R:1
C 0.157 -0.065 0.969 -0.28
C 2.118 -0.797 1.191 0.02
C -0.581 -1.333 1.330 -0.05
C -0.092 1.106 1.883 -0.03
C 1.302 0.137 -0.057 -0.72
O 1.723 1.315 -0.244 -0.08
H -0.846 0.324 -0.176 0.09
H 2.225 -0.474 2.226 0.08
H 1.964 -1.881 1.090 0.07
H 3.137 -0.618 0.836 0.09
H -0.289 -1.642 2.333 0.09
H -1.660 -1.154 1.356 0.10
H -0.392 -2.141 0.625 0.08
H 0.476 0.973 2.809 0.09
H 0.255 2.023 1.408 0.09
H -1.145 1.169 2.159 0.10
C -0.912 1.684 -1.967 -0.08
C -1.240 0.380 -1.332 -0.26
N 0.977 -0.639 -1.246 0.11
C -2.090 -0.549 -1.735 -0.02
H 0.737 -1.619 -1.176 0.09
H 1.544 -0.355 -2.032 0.11
H 0.155 1.891 -1.904 0.06
H -1.215 1.677 -3.016 0.08
H -1.433 2.494 -1.452 0.08
H -2.290 -1.457 -1.188 0.04
H -2.584 -0.449 -2.692 0.05
```

Values from the calculation:
HOMO, eV: -8.10

***

--- ii ---
DFT (wB97M-V/def2-TZVPD) results for a structure of composition C8H17NO.

The geometry in XYZ format:
```
27
Properties=species:S:1:pos:R:3:lowdin_charge:R:1
C 1.335 -0.507 -0.196 -0.30
C -0.008 0.066 -0.354 -0.37
C 0.366 1.105 0.656 -0.17
C -1.157 -0.726 0.155 -0.21
C -2.094 0.791 0.898 -0.18
C 2.282 -0.441 -1.360 -0.07
C 1.767 -1.431 0.908 -0.09
C -2.020 -1.417 -0.869 -0.08
N 0.626 2.421 0.260 0.04
O -2.499 1.741 -0.051 -0.07
H -1.769 2.363 -0.172 0.06
H -0.195 0.507 -1.334 0.15
H 0.459 0.886 1.716 0.13
H -0.955 -1.309 1.051 0.12
H 1.329 2.559 -0.456 0.09
H 0.770 3.102 0.995 0.09
H -1.840 1.225 1.874 0.10
H -2.972 0.170 1.081 0.08
H 1.914 0.215 -2.150 0.07
H 3.274 -0.073 -1.064 0.08
H 2.434 -1.434 -1.797 0.08
H 1.823 -2.467 0.559 0.08
H 1.101 -1.396 1.770 0.07
H 2.769 -1.171 1.273 0.08
H -1.460 -2.174 -1.422 0.08
H -2.865 -1.914 -0.388 0.07
H -2.414 -0.690 -1.582 0.08
```

Values from the calculation:
HOMO, eV: -6.47

***

Stability summary - winner: ii; margin: 0.539 eV.